Entry A
Entry from OMol25: one molecule with the formula C5H7ClO (ωB97M-V/def2-TZVPD).

ORCA input file:
```
! wB97M-V def2-TZVPD RIJCOSX def2/J DEFGRID3
* xyz 0 1
O 1.43 0.34 -1.71
C 0.91 0.21 -0.47
Cl 2.31 0.49 0.72
C -0.40 1.31 -0.06
C -1.28 0.63 0.60
C -0.87 -0.79 0.92
C 0.22 -1.08 -0.28
H 1.87 1.26 -1.66
H -0.53 2.30 -0.51
H -2.17 1.08 0.77
H -0.45 -0.77 1.92
H -1.52 -1.70 0.87
H 0.78 -2.02 0.05
H -0.31 -1.28 -1.17
*
```

Calculated values
- SMILES: O[C@@]1(Cl)C=CCC1
- HOMO energy: -10.0 eV
- Gap between HOMO and LUMO: 10.9 eV

---

Entry B
Entry from OMol25: one molecule with the formula C5H7ClO (ωB97M-V/def2-TZVPD).

ORCA input file:
```
! wB97M-V def2-TZVPD RIJCOSX def2/J DEFGRID3
* xyz 0 1
O -0.03 0.36 -1.84
C 0.39 -0.43 -0.76
C 1.26 0.47 0.11
C 0.31 0.91 1.26
C -0.86 0.27 1.16
C -0.79 -0.84 0.12
Cl -2.36 -1.01 -0.78
H -0.78 -0.12 -2.27
H 0.98 -1.26 -1.12
H 2.19 0.00 0.47
H 1.60 1.28 -0.55
H 0.46 1.80 1.87
H -1.75 0.40 1.78
H -0.62 -1.82 0.56
*
```

Calculated values
- SMILES: O[C@H]1CC=C[C@H]1Cl
- HOMO energy: -9.8 eV
- Gap between HOMO and LUMO: 10.7 eV

---

The structure with the greatest stability is entry B.

---

Entry A
Entry from OMol25: C9H17N2P as an isolated structure (ωB97M-V/def2-TZVPD).

ORCA input file:
```
! wB97M-V def2-TZVPD RIJCOSX def2/J DEFGRID3
* xyz 0 1
C -2.45 0.97 0.26
C -2.36 -1.35 1.07
C -1.22 1.13 -0.08
C -3.11 -0.42 0.21
C -0.26 2.30 -0.10
C -3.10 -0.94 -1.22
C 3.26 0.67 0.85
C 2.94 -0.79 -1.13
C 2.60 -0.61 0.42
N -1.11 -1.61 0.86
N 1.18 -0.65 0.72
P -0.04 -1.02 -0.31
H -3.13 1.75 0.31
H -2.85 -2.01 1.82
H -4.14 -0.40 0.49
H 0.14 2.28 -1.20
H 0.40 2.24 0.67
H -0.82 3.26 0.05
H -2.12 -1.50 -1.29
H -3.34 -0.16 -1.81
H -3.75 -1.86 -1.48
H 4.34 0.67 0.58
H 2.86 1.44 0.27
H 3.03 0.76 1.97
H 2.65 0.08 -1.66
H 2.30 -1.67 -1.46
H 3.90 -0.96 -1.43
H 3.15 -1.39 0.96
H 1.02 -0.20 1.67
*
```

Calculated values
- HOMO energy: -7.5 eV
- Gap between HOMO and LUMO: 8.3 eV

---

Entry B
Entry from OMol25: C9H17N2P as an isolated structure (ωB97M-V/def2-TZVPD).

ORCA input file:
```
! wB97M-V def2-TZVPD RIJCOSX def2/J DEFGRID3
* xyz 0 1
C 2.73 -0.87 0.28
C 2.37 1.43 1.05
C 1.47 -1.23 0.25
C 3.21 0.57 0.15
C 0.75 -2.50 0.43
C 3.13 1.04 -1.31
C -2.99 -0.80 -0.09
C -2.83 1.68 -0.44
C -2.59 0.54 0.54
N 1.10 1.50 1.05
N -1.20 0.51 0.96
P 0.12 0.71 -0.04
H 3.54 -1.58 0.42
H 2.88 1.99 1.83
H 4.25 0.63 0.48
H -0.33 -2.33 0.41
H 1.01 -2.95 1.39
H 1.00 -3.22 -0.36
H 2.10 1.12 -1.64
H 3.64 0.32 -1.95
H 3.61 2.01 -1.42
H -4.04 -0.80 -0.35
H -2.41 -0.97 -0.99
H -2.81 -1.61 0.62
H -2.24 1.53 -1.34
H -2.54 2.63 0.01
H -3.88 1.73 -0.72
H -3.20 0.70 1.44
H -1.02 0.67 1.95
*
```

Calculated values
- HOMO energy: -7.6 eV
- Gap between HOMO and LUMO: 8.6 eV

---

The structure with the greatest stability is entry B.

---

Entry A
Entry from OMol25: an isolated ion of composition C3H7O2 and charge -1 (ωB97M-V/def2-TZVPD).

ORCA input file:
```
! wB97M-V def2-TZVPD RIJCOSX def2/J DEFGRID3
* xyz -1 1
C -1.81 -0.34 0.32
O -0.81 0.06 -0.58
C 0.49 0.34 0.13
C 1.51 0.19 -1.01
O 0.71 -0.39 1.19
H -2.70 -0.59 -0.23
H -1.41 -1.12 0.97
H -2.08 0.49 1.00
H 0.42 1.43 0.43
H 1.57 1.01 -1.72
H 1.24 -0.71 -1.58
H 2.47 -0.04 -0.56
*
```

Calculated values
- SMILES: CO[C@H](C)[O-]
- HOMO energy: -2.6 eV
- Gap between HOMO and LUMO: 7.2 eV

---

Entry B
Entry from OMol25: a 2-piece molecular cluster, C3H7O2 overall (ωB97M-V/def2-TZVPD).

ORCA input file:
```
! wB97M-V def2-TZVPD RIJCOSX def2/J DEFGRID3
* xyz -1 1
C -1.35 0.40 0.07
C -0.80 -0.90 -0.52
H -2.25 0.17 0.65
H -1.69 1.09 -0.72
H -0.56 0.93 0.58
H -1.39 -1.39 -1.29
H 0.21 -0.70 -0.86
H -0.67 -1.65 0.27
O 1.62 1.11 -0.52
C 2.12 0.51 0.46
O 1.54 -0.12 1.37
H 3.24 0.55 0.50
*
```

Calculated values
- HOMO energy: -4.0 eV
- Gap between HOMO and LUMO: 8.5 eV

---

The structure with the greatest stability is entry B.

---

Entry A
Entry from OMol25: a 3-piece molecular cluster, C3H7O2 overall (ωB97M-V/def2-TZVPD).

ORCA input file:
```
! wB97M-V def2-TZVPD RIJCOSX def2/J DEFGRID3
* xyz -1 1
C 1.16 3.11 -0.53
O 1.01 4.27 -0.23
H 2.08 2.62 -0.20
H 0.42 2.54 -1.10
H -2.43 -5.45 2.84
C -0.15 -0.31 -1.37
C 0.15 -0.30 0.00
O 1.07 0.36 0.55
H -1.14 -0.50 -1.77
H 0.48 0.42 -1.88
H -0.67 -0.77 0.59
H -1.98 -5.98 3.10
*
```

Calculated values
- HOMO energy: -2.4 eV
- Gap between HOMO and LUMO: 6.5 eV

---

Entry B
Entry from OMol25: an isolated ion of composition C3H7O2 and charge -1 (ωB97M-V/def2-TZVPD).

ORCA input file:
```
! wB97M-V def2-TZVPD RIJCOSX def2/J DEFGRID3
* xyz -1 1
O -0.20 2.59 0.67
C -0.40 1.44 0.03
C 0.48 0.28 0.55
C -0.13 -0.90 -0.17
O 0.45 -2.21 0.12
H -1.39 0.98 -0.04
H -0.28 1.39 -1.20
H 0.42 0.19 1.64
H 1.52 0.43 0.26
H 0.04 -0.68 -1.25
H -1.22 -0.91 0.10
H 0.72 -2.60 -0.72
*
```

Calculated values
- SMILES: [O-]CCCO
- HOMO energy: -2.2 eV
- Gap between HOMO and LUMO: 5.9 eV

---

The structure with the greatest stability is entry B.